19
Properties=species:S:1:pos:R:3:nbo_charge:R:1 method="wB97M-V/def2-TZVPD" lumo_energy_ev=0.9 de_lowest_kj_mol=476.8 energy_ha=-310.8777 orbital_gap_ev=8.6
O 1.19 -1.31 0.08 -0.548
C -1.75 0.95 0.97 -0.604
C 2.74 0.31 -0.85 -0.748
C -1.67 -0.83 -0.80 -0.605
C -0.84 0.19 0.00 -0.264
C 0.26 -0.52 0.78 -0.009
C 2.15 -0.33 0.40 0.178
H -1.05 -1.39 -1.51 0.221
H 3.82 0.12 -0.73 0.249
H -1.21 1.72 1.52 0.212
H -0.39 0.90 -0.71 0.202
H -2.58 1.43 0.43 0.215
H -0.16 -1.10 1.62 0.193
H 2.40 -0.15 -1.78 0.216
H -2.47 -0.32 -1.36 0.209
H 1.27 0.22 1.25 0.235
H 2.64 1.40 -0.89 0.239
H -2.15 -1.55 -0.13 0.203
H -2.20 0.26 1.70 0.204

***

19
Properties=species:S:1:pos:R:3:nbo_charge:R:1 method="wB97M-V/def2-TZVPD" lumo_energy_ev=0.7 de_lowest_kj_mol=138.4 smiles="C=CCC(=C)C.O" energy_ha=-311.0066 orbital_gap_ev=9.8
O -2.49 -2.02 -1.37 -0.941
C -0.27 1.69 -1.05 -0.414
C 0.70 1.08 -0.38 0.046
C 0.45 -0.78 1.28 -0.163
C 1.86 1.81 0.21 -0.646
C -0.63 -1.42 1.73 -0.400
C 0.66 -0.42 -0.16 -0.486
H -0.72 -1.66 2.78 0.193
H -1.11 1.16 -1.47 0.195
H 1.23 -0.50 1.98 0.188
H 1.81 2.88 0.01 0.216
H 1.90 1.67 1.29 0.215
H 2.81 1.43 -0.18 0.213
H -0.12 -0.86 -0.77 0.231
H -3.26 -1.44 -1.40 0.472
H -1.43 -1.73 1.06 0.206
H -0.24 2.76 -1.18 0.190
H 1.61 -0.86 -0.50 0.211
H -2.74 -2.80 -1.88 0.473

***

19
Properties=species:S:1:pos:R:3:nbo_charge:R:1 method="wB97M-V/def2-TZVPD" lumo_energy_ev=1.0 de_lowest_kj_mol=174.4 smiles=CC(C)[C@H]1C[C@H]1O energy_ha=-310.9928 orbital_gap_ev=10.7
O 0.62 -2.29 0.81 -0.702
C -0.83 1.67 0.69 -0.624
C -1.65 0.17 -1.16 -0.604
C -0.77 0.25 0.10 -0.210
C 0.75 -0.07 -0.33 -0.251
C 1.86 -0.19 0.72 -0.443
C 1.37 -1.41 0.03 0.073
H -1.52 -0.82 -1.59 0.203
H 1.54 -0.08 1.75 0.224
H 1.11 0.33 -1.29 0.215
H -1.08 -0.48 0.84 0.213
H -2.72 0.36 -0.97 0.213
H 2.07 -1.89 -0.67 0.174
H -0.12 2.01 -0.06 0.208
H -1.32 0.91 -1.91 0.202
H -0.02 -2.70 0.21 0.467
H -0.45 1.77 1.71 0.212
H -1.71 2.32 0.61 0.212
H 2.88 0.14 0.52 0.219

***

19
Properties=species:S:1:pos:R:3:nbo_charge:R:1 method="wB97M-V/def2-TZVPD" lumo_energy_ev=1.0 de_lowest_kj_mol=445.3 energy_ha=-310.8897 orbital_gap_ev=8.8
O 0.44 -0.40 0.96 -0.508
C -1.52 -1.00 -0.42 -0.638
C 0.68 0.37 -0.80 0.104
C 1.24 -0.78 -1.54 -0.753
C -0.55 0.11 -0.01 0.119
C 1.47 0.43 1.55 -0.241
C -1.32 1.33 0.47 -0.629
H -0.65 2.13 0.80 0.222
H 2.33 -0.82 -1.42 0.231
H -1.02 -1.95 -0.63 0.221
H -1.91 1.72 -0.36 0.223
H 1.14 1.47 1.70 0.189
H 1.71 -0.04 2.51 0.185
H -2.31 -1.17 0.31 0.218
H 2.35 0.44 0.91 0.191
H 0.84 -1.79 -1.39 0.188
H -2.01 1.07 1.28 0.211
H -2.00 -0.66 -1.35 0.217
H 1.08 -0.48 -2.59 0.251

***

19
Properties=species:S:1:pos:R:3:nbo_charge:R:1 method="wB97M-V/def2-TZVPD" lumo_energy_ev=0.9 de_lowest_kj_mol=118.4 smiles=CCC[C@H]1C[C@H]1O energy_ha=-311.0142 orbital_gap_ev=10.6
O 2.05 0.14 -1.70 -0.702
C 1.01 -0.04 0.59 -0.250
C -0.35 -0.38 0.00 -0.404
C 2.19 0.26 -0.31 0.081
C 2.16 -1.01 0.45 -0.434
C -2.80 0.28 -0.14 -0.603
C -1.44 0.58 0.49 -0.387
H 1.58 0.92 -2.02 0.468
H -3.58 0.94 0.25 0.209
H -0.63 -1.40 0.27 0.201
H 2.85 -1.15 1.29 0.217
H 0.98 0.52 1.52 0.212
H -1.52 0.51 1.58 0.194
H -0.29 -0.36 -1.09 0.208
H 1.98 -1.90 -0.14 0.224
H -2.77 0.40 -1.23 0.201
H -3.11 -0.76 0.06 0.202
H -1.16 1.62 0.27 0.192
H 2.89 1.04 0.01 0.172

***

19
Properties=species:S:1:pos:R:3:nbo_charge:R:1 method="wB97M-V/def2-TZVPD" lumo_energy_ev=1.0 de_lowest_kj_mol=97.5 smiles=CC[C@H]1C[C@]1(C)O energy_ha=-311.0221 orbital_gap_ev=10.5
O -1.76 1.68 -0.16 -0.704
C 0.29 0.44 -0.76 -0.247
C 2.05 -0.09 1.00 -0.602
C 1.37 -0.52 -0.30 -0.398
C -1.13 0.43 -0.24 0.230
C -0.85 -0.01 -1.64 -0.427
C -1.61 -0.56 0.81 -0.633
H -1.38 -1.59 0.54 0.215
H -0.92 -1.08 -1.86 0.209
H -1.44 2.11 0.64 0.465
H -1.17 0.65 -2.44 0.229
H 0.95 -1.53 -0.19 0.198
H -1.16 -0.36 1.79 0.203
H 2.46 0.92 0.91 0.202
H 0.65 1.44 -0.97 0.218
H -2.70 -0.46 0.90 0.227
H 2.88 -0.76 1.25 0.210
H 1.34 -0.10 1.84 0.200
H 2.12 -0.60 -1.10 0.205

***

19
Properties=species:S:1:pos:R:3:nbo_charge:R:1 method="wB97M-V/def2-TZVPD" lumo_energy_ev=0.8 de_lowest_kj_mol=240.4 smiles="C=CC=C(C)C.O" energy_ha=-310.9677 orbital_gap_ev=9.9
O 1.34 2.66 1.58 -0.944
C 1.17 -0.59 -2.00 -0.655
C 0.28 -0.46 -0.81 0.040
C 0.16 -1.41 0.12 -0.262
C -0.40 0.87 -0.67 -0.670
C -0.71 -1.36 1.33 -0.200
C -2.01 -1.24 1.46 -0.400
H -2.47 -0.78 2.34 0.196
H 0.40 1.62 -0.39 0.202
H -2.84 -1.06 0.78 0.199
H 1.01 -1.52 -2.54 0.226
H 2.22 -0.53 -1.72 0.226
H -1.04 0.86 0.20 0.234
H 1.23 1.74 1.26 0.479
H 0.69 -2.34 -0.09 0.208
H 1.12 0.19 -2.78 0.218
H -0.68 1.39 -1.58 0.233
H -0.14 -1.25 2.26 0.201
H 0.66 3.21 1.24 0.471

***

19
Properties=species:S:1:pos:R:3:nbo_charge:R:1 method="wB97M-V/def2-TZVPD" lumo_energy_ev=0.8 de_lowest_kj_mol=209.2 energy_ha=-310.9796 orbital_gap_ev=9.7
O -1.22 -1.71 -0.03 -0.644
C -0.88 -0.53 0.08 0.537
C 0.52 -0.14 0.10 -0.026
C -0.02 0.03 -1.69 -0.602
C -1.88 0.59 0.24 -0.711
C 1.42 -1.32 0.45 -0.631
C 0.91 1.11 0.94 -0.634
H -1.05 -0.26 -2.03 0.247
H -2.75 0.40 -0.38 0.234
H 0.34 1.15 1.88 0.221
H -1.50 1.60 0.05 0.215
H 0.07 1.06 -2.00 0.211
H 0.72 2.04 0.41 0.219
H 1.23 -2.15 -0.23 0.238
H -2.15 0.50 1.29 0.238
H 1.17 -1.71 1.45 0.228
H 2.49 -1.07 0.48 0.207
H 1.97 1.10 1.24 0.223
H 0.61 -0.67 -2.22 0.229

***

19
Properties=species:S:1:pos:R:3:nbo_charge:R:1 method="wB97M-V/def2-TZVPD" lumo_energy_ev=1.1 de_lowest_kj_mol=211.8 smiles="OCC1CC1.C=C" energy_ha=-310.9786 orbital_gap_ev=11.1
O 0.56 -1.13 -1.36 -0.726
C 2.59 -0.17 0.75 -0.392
C -0.81 -0.84 -1.29 -0.055
C 2.79 1.01 0.18 -0.403
C -1.31 -0.63 0.12 -0.259
C -1.26 0.73 0.74 -0.430
C -2.58 0.14 0.33 -0.418
H -3.27 -0.19 1.10 0.218
H -0.87 1.55 0.15 0.209
H -3.06 0.56 -0.56 0.212
H 2.21 1.89 0.46 0.196
H 3.17 -1.05 0.47 0.205
H 3.56 1.16 -0.58 0.200
H -1.14 -1.48 0.78 0.217
H -1.05 0.81 1.81 0.216
H 1.82 -0.32 1.50 0.201
H 1.05 -0.41 -0.95 0.478
H -1.32 -1.69 -1.75 0.181
H -1.06 0.06 -1.89 0.151

***

19
Properties=species:S:1:pos:R:3:nbo_charge:R:1 method="wB97M-V/def2-TZVPD" lumo_energy_ev=1.1 de_lowest_kj_mol=247.6 smiles=CCOCC1CC1 energy_ha=-310.9650 orbital_gap_ev=10.8
O -0.39 -1.21 -0.22 -0.543
C 0.07 0.13 0.09 -0.058
C 0.67 0.74 1.36 -0.249
C 1.83 1.67 1.02 -0.405
C 2.04 0.49 1.92 -0.415
C -2.34 -1.18 -1.84 -0.636
C -0.83 -1.09 -1.59 -0.073
H -2.57 -0.56 -2.73 0.209
H 2.19 0.71 2.97 0.219
H 2.24 1.62 0.01 0.208
H -0.05 1.18 2.05 0.213
H 0.81 0.32 -0.68 0.156
H -0.54 -0.09 -1.92 0.167
H -0.83 0.73 -0.07 0.167
H -2.90 -0.77 -1.00 0.216
H 1.86 2.67 1.44 0.214
H -2.69 -2.19 -2.05 0.210
H 2.60 -0.36 1.54 0.220
H -0.28 -1.78 -2.23 0.181

***

19
Properties=species:S:1:pos:R:3:nbo_charge:R:1 method="wB97M-V/def2-TZVPD" lumo_energy_ev=0.6 de_lowest_kj_mol=321.4 smiles="C=C/C=C/CC.O" energy_ha=-310.9369 orbital_gap_ev=8.7
O 0.60 -0.42 -3.11 -0.914
C -0.30 0.02 0.24 -0.184
C -1.03 -1.30 0.19 -0.435
C 2.59 2.09 1.31 -0.414
C -2.48 -1.17 0.61 -0.609
C 1.55 1.66 0.48 -0.162
C 0.98 0.30 0.62 -0.215
H -2.76 -2.17 0.83 0.216
H -1.01 -1.81 -0.78 0.201
H 1.06 2.34 -0.21 0.198
H -0.74 0.95 -0.16 0.192
H 3.26 1.36 1.74 0.178
H -0.46 -2.04 0.84 0.208
H 0.32 -0.43 -4.04 0.462
H 1.66 -0.34 1.05 0.195
H -2.51 -0.31 1.37 0.217
H 2.51 2.95 1.97 0.211
H -3.14 -0.90 -0.22 0.202
H -0.10 -0.79 -2.72 0.453

***

19
Properties=species:S:1:pos:R:3:nbo_charge:R:1 method="wB97M-V/def2-TZVPD" lumo_energy_ev=0.9 de_lowest_kj_mol=578.7 energy_ha=-310.8389 orbital_gap_ev=8.0
O 2.35 0.14 -0.60 -0.714
C -0.98 0.61 1.85 -0.635
C 0.18 -1.02 -0.09 -0.525
C 1.60 -1.05 -0.55 0.062
C -1.39 1.35 -0.54 -0.735
C 0.53 -1.20 -1.56 -0.446
C -0.49 0.93 0.47 -0.093
H -1.04 1.95 -1.37 0.228
H -0.26 0.04 2.43 0.219
H 0.38 -2.16 -2.05 0.219
H -0.76 0.07 -0.51 0.448
H 0.35 -0.33 -2.20 0.215
H -1.18 1.57 2.36 0.230
H -1.93 0.06 1.81 0.220
H -0.22 -1.87 0.46 0.211
H 0.53 1.28 0.37 0.244
H 2.20 -1.93 -0.32 0.173
H -2.46 1.20 -0.40 0.214
H 2.72 0.28 0.28 0.466

***

19
Properties=species:S:1:pos:R:3:nbo_charge:R:1 method="wB97M-V/def2-TZVPD" lumo_energy_ev="0.8 / 0.5" de_lowest_kj_mol=498.1 energy_ha=-310.8695 orbital_gap_ev="8.5 / 7.9"
O 1.13 -0.65 -0.21 -0.373
C 0.47 0.07 0.69 0.185
C -0.10 1.42 0.48 -0.276
C 0.66 -1.03 -1.35 -0.072
C 1.05 1.16 1.48 -0.455
C 0.21 2.20 -0.78 -0.622
C -1.40 -2.47 0.37 -0.859
H -1.97 -2.37 -0.56 0.205
H -0.87 -1.54 0.61 0.218
H 1.23 2.01 -1.13 0.211
H -0.67 -3.28 0.26 0.212
H -0.31 -0.66 -1.68 0.162
H 2.03 1.57 1.21 0.211
H 0.83 1.20 2.54 0.220
H 1.22 -1.79 -1.86 0.174
H -0.47 1.94 -1.60 0.211
H 0.12 3.28 -0.59 0.218
H -1.08 1.62 0.91 0.217
H -2.07 -2.68 1.20 0.211